Density functional theory data (ωB97M-V/def2-TZVPD) for the ion C7H13N4OS with charge +1 at a distorted geometry.

Each line ends with the Löwdin charge.
Atoms and positions in Å:
C (-2.401, -0.365, -0.757)  0.056
C (-3.158, -1.134, 0.185)  -0.052
C (-1.045, -0.735, -0.569)  -0.208
C (-0.026, -2.475, 0.817)  0.026
C (1.000, 0.400, -0.033)  -0.524
C (0.103, 0.440, -2.218)  -0.072
C (2.351, 3.007, 0.432)  -0.443
N (-2.377, -1.898, 0.956)  0.117
N (-1.082, -1.696, 0.418)  -0.042
N (0.172, -0.258, -0.992)  -0.125
N (0.938, -0.128, 1.228)  0.047
O (-0.243, -3.125, 1.904)  0.243
S (0.685, 2.433, 0.038)  0.808
H (-2.941, 0.458, -1.228)  0.127
H (-4.192, -1.269, 0.195)  0.112
H (0.927, -2.369, 0.442)  0.144
H (2.067, 0.369, -0.347)  0.139
H (-0.768, 0.167, -2.818)  0.110
H (0.236, 1.517, -2.086)  0.040
H (0.876, -0.077, -2.739)  0.099
H (3.153, 2.365, 0.154)  0.018
H (2.593, 3.174, 1.511)  0.050
H (2.508, 3.980, -0.072)  0.045
H (0.088, -0.053, 1.723)  0.094
H (1.658, 0.351, 1.744)  0.114
H (-1.122, -3.077, 2.113)  0.076

Results
ΔE to the lowest compared entry with this formula, charge and spin: 0.220 eV
SMILES: CS[C@@H](N)N(C)C1=CC=N/[N+]1=C\O
largest force on an atom: 5.52 eV/A
gap between HOMO and LUMO: 6.7 eV
charge: +1
spin multiplicity: 1

Density functional theory data (ωB97M-V/def2-TZVPD) for a structure of composition C7H13N4OS2 at a distorted geometry.

Each line ends with the Löwdin charge.
Atoms and positions in Å:
C (-3.983, -0.217, -0.145)  -0.133
C (-2.959, -0.891, 0.490)  -0.262
C (-0.398, -3.001, 0.180)  -0.359
C (1.133, -1.214, 0.422)  -0.695
C (3.189, 0.956, -0.909)  -0.005
C (1.447, 2.161, 0.663)  -0.047
C (2.139, 0.910, 0.250)  -0.435
N (0.557, -3.576, -0.399)  -0.268
N (-2.173, 0.981, -0.710)  -0.206
N (-0.288, -1.710, 0.694)  -0.179
N (-3.585, 0.887, -0.783)  -0.010
O (1.194, -0.064, -0.155)  -0.192
S (-1.406, -0.168, 0.352)  1.193
S (1.925, -2.640, -0.384)  1.019
H (-5.053, -0.450, -0.178)  0.150
H (-3.084, -1.715, 1.242)  0.116
H (-1.278, -3.660, 0.156)  0.134
H (1.540, -0.968, 1.497)  0.170
H (4.105, 1.424, -0.580)  0.088
H (3.376, -0.055, -1.008)  0.037
H (2.797, 1.461, -1.811)  0.102
H (0.739, 2.583, -0.122)  0.104
H (2.231, 2.903, 1.055)  0.123
H (0.974, 2.096, 1.638)  0.072
H (2.871, 0.550, 1.005)  0.153
H (-1.893, 1.916, -1.019)  0.130
H (-4.118, 1.501, -1.441)  0.200

Results
ΔE to the lowest compared entry with this formula, charge and spin: 2.336 eV
largest force on an atom: 5.79 eV/A
gap between HOMO and LUMO (alpha / beta): 6.6 / 5.7 eV
charge: +1
spin multiplicity: 1

Density functional theory data (ωB97M-V/def2-TZVPD) for the ion C7H13N4S with charge +1 at a distorted geometry.

Each line ends with the Löwdin charge.
Atoms and positions in Å:
C (1.242, -0.246, 0.945)  -0.319
C (1.880, 0.597, 2.791)  -0.227
C (0.465, 1.157, 2.517)  -0.084
C (-1.282, -1.225, -1.048)  -0.155
C (-1.252, -1.812, -2.422)  -0.350
C (-0.795, 0.731, 0.337)  -0.032
C (-0.207, 0.479, -2.170)  -0.486
N (2.238, -0.172, 1.724)  0.113
N (1.039, -0.632, -0.421)  0.179
N (0.007, 0.245, 1.424)  -0.042
N (-0.256, -0.127, -0.853)  -0.259
S (-0.038, -0.786, -3.384)  0.947
H (2.465, 1.560, 2.977)  0.145
H (1.996, 0.006, 3.703)  0.125
H (-0.207, 1.127, 3.384)  0.122
H (0.301, 2.184, 2.075)  0.131
H (-2.292, -0.826, -0.926)  0.127
H (-1.003, -1.853, -0.092)  0.191
H (-0.862, -2.798, -2.481)  0.077
H (-2.100, -1.669, -3.044)  0.071
H (-1.914, 0.523, 0.521)  0.174
H (-0.591, 1.732, 0.122)  0.115
H (-1.168, 1.058, -2.304)  0.127
H (0.542, 1.393, -2.296)  0.163
H (1.793, -0.646, -1.080)  0.147

Results
ΔE to the lowest compared entry with this formula, charge and spin: 3.432 eV
SMILES: C1CN2C[N@+]3(CCSC3)NC2=N1
largest force on an atom: 5.04 eV/A
gap between HOMO and LUMO: 9.7 eV
charge: +1
spin multiplicity: 1

Density functional theory data (ωB97M-V/def2-TZVPD) for the molecule C7H13N7 at a distorted geometry.

Each line ends with the Mulliken spin population.
Atoms and positions in Å:
C (1.808, -1.543, -0.726)  0.053
C (2.074, -1.512, 0.773)  0.060
C (1.457, -0.378, 0.042)  0.147
C (-0.066, -0.031, 0.052)  -0.057
C (-0.942, 2.405, 0.025)  0.007
C (-0.645, -0.206, -2.465)  -0.004
C (-1.079, -0.079, 2.534)  0.036
N (2.167, 0.815, 0.040)  0.332
N (1.426, 1.789, 0.097)  0.435
N (-1.973, -1.008, -0.614)  0.201
N (-1.981, -1.120, 0.638)  0.211
N (0.098, 1.386, 0.095)  0.037
N (-0.885, -0.392, -1.038)  0.273
N (-0.870, -0.634, 1.152)  0.256
H (2.543, -1.332, -1.491)  -0.009
H (1.024, -2.244, -1.164)  -0.011
H (1.441, -2.290, 1.224)  -0.001
H (3.077, -1.494, 0.973)  0.000
H (-0.417, 3.355, -0.276)  0.005
H (-1.822, 2.183, -0.636)  -0.002
H (-1.475, 2.424, 1.010)  0.003
H (-0.006, -0.971, -2.868)  0.005
H (-1.500, 0.068, -3.078)  0.005
H (-0.137, 0.736, -2.556)  0.008
H (-2.110, -0.240, 2.747)  0.004
H (-0.358, -0.639, 3.134)  -0.002
H (-0.848, 0.951, 2.379)  0.006

Results
⟨S²⟩: 2.01
largest force on an atom: 4.56 eV/A
gap between HOMO and LUMO (alpha / beta): 4.3 / 5.9 eV
charge: 0
spin multiplicity: 3

no.,molar mass (g mol⁻¹)
1,201.28
2,233.34
3,185.28
4,195.23